[1]
71
Properties=species:S:1:pos:R:3:forces:R:3:mulliken_charge:R:1 method="wB97M-V/def2-TZVPD" lumo_energy_ha=0.134 orbital_gap_ev=5.76 total_charge=-2 de_lowest_kj_mol=0.0 homo_energy_ha=-0.0772
Sn -0.331 0.230 -0.637 -0.2971 0.4869 -0.0074 0.83
N 3.965 -0.700 -1.796 0.0938 0.0369 0.0137 -0.48
C 3.032 0.117 -1.200 0.0380 -0.0832 -0.1013 0.09
S 2.014 1.029 -2.257 0.0013 -0.1338 0.1617 -0.55
N 3.066 0.094 0.113 -0.0708 0.1991 0.0023 -0.97
N 2.030 0.775 0.686 0.0502 -0.2195 -0.2376 0.55
C 2.096 1.002 1.944 -0.0998 -0.0884 0.1881 -0.06
C 3.235 0.581 2.808 0.0969 0.0607 -0.1019 -0.32
C 3.975 1.533 3.500 -0.0243 0.0126 0.0362 0.10
C 5.048 1.157 4.297 0.0104 0.0073 0.0063 -0.71
C 5.387 -0.182 4.414 -0.0049 -0.0120 -0.0068 -0.34
C 4.648 -1.140 3.731 0.0319 -0.0107 0.0301 -0.83
C 3.583 -0.761 2.931 -0.0360 -0.0151 0.0032 0.21
C 0.930 1.666 2.579 0.0423 0.0129 0.0643 0.65
C 0.663 1.485 3.936 -0.0311 -0.0061 -0.0898 -0.43
C -0.485 2.038 4.470 0.0240 0.1200 0.0959 -0.55
C -1.324 2.768 3.645 0.0445 0.0131 -0.0467 -0.46
C -0.965 2.907 2.312 -0.0685 -0.0040 0.0484 -0.24
N 0.134 2.387 1.785 0.0453 0.0600 -0.0294 -0.29
H 3.754 -0.929 -2.753 -0.0334 -0.0228 0.0153 0.26
H 4.269 -1.466 -1.213 0.0007 -0.0144 -0.0061 0.27
H 3.703 2.578 3.412 -0.0042 0.0058 -0.0101 0.44
H 5.618 1.912 4.825 -0.0010 -0.0005 0.0002 0.36
H 6.224 -0.480 5.034 0.0035 -0.0035 0.0099 0.36
H 4.907 -2.188 3.818 -0.0032 -0.0044 0.0048 0.41
H 3.013 -1.502 2.387 0.0273 0.0051 -0.0199 0.28
H 1.312 0.870 4.543 0.0083 -0.0024 0.0033 0.35
H -0.744 1.865 5.506 0.0193 -0.0078 -0.0617 0.30
H -2.248 3.194 4.012 -0.0043 0.0020 0.0049 0.36
H -1.603 3.454 1.625 -0.0030 0.0251 -0.0052 0.35
C -0.325 3.538 -2.947 -0.0266 0.0724 -0.0375 -0.92
C -1.495 2.791 -3.519 0.0462 0.1005 -0.0064 0.54
C -2.356 3.366 -4.483 0.0231 -0.0520 0.0383 -0.82
C -3.414 2.643 -4.955 -0.0422 -0.0252 -0.0081 -0.81
C -3.654 1.340 -4.466 -0.0727 0.0738 -0.0716 0.87
C -4.729 0.505 -4.856 0.0587 -0.0488 0.0301 -0.03
Br -5.993 1.096 -6.157 -0.0219 0.0081 -0.0173 -0.31
C -4.877 -0.737 -4.307 -0.0365 0.0285 -0.0252 -0.52
C -3.975 -1.208 -3.347 -0.1108 -0.0591 -0.0401 0.13
Br -4.263 -2.938 -2.622 0.0132 -0.0118 -0.0009 -0.26
C -2.875 -0.473 -2.892 0.0142 0.1914 -0.0536 -0.57
O -2.043 -0.881 -2.028 0.0067 -0.1926 0.1501 -0.13
C -2.743 0.851 -3.504 0.1339 -0.0632 0.0556 0.03
N -1.692 1.576 -3.078 0.0418 -0.0513 0.0146 0.37
H -0.245 4.541 -3.369 -0.0024 0.0065 0.0039 0.38
H 0.603 2.995 -3.123 -0.0462 0.0604 -0.0405 0.03
H -0.422 3.610 -1.861 -0.0140 -0.0124 -0.0319 0.16
H -2.167 4.370 -4.843 0.0029 0.0158 -0.0001 0.37
H -4.081 3.059 -5.698 -0.0024 0.0036 0.0025 0.31
H -5.701 -1.370 -4.608 -0.0032 -0.0029 0.0017 0.39
N -2.767 -2.179 0.611 -0.0560 0.2391 -0.0636 -0.25
C -2.198 -1.501 1.651 0.0591 -0.0277 -0.0114 0.57
O -1.167 -0.813 1.476 0.0246 -0.0501 -0.0342 -0.14
C -2.802 -1.640 2.947 0.0225 0.0350 -0.0627 0.16
C -3.958 -2.421 3.120 -0.0048 -0.1117 0.1153 -0.15
N -4.902 -3.085 3.237 -0.0518 0.0343 -0.0365 -0.68
C -2.249 -0.992 4.068 -0.0344 0.0021 0.0258 0.12
N -1.830 -0.467 5.011 -0.0595 -0.1584 0.0750 -0.69
H -2.531 -1.863 -0.326 0.0898 -0.0923 0.0049 -0.08
H -3.715 -2.503 0.723 0.0396 -0.0697 0.0549 0.31
Br 2.929 -5.738 -1.884 0.0354 -0.0582 -0.0173 -0.28
C 1.962 -4.131 -1.510 -0.0259 0.0435 0.0089 0.16
C 1.267 -3.507 -2.530 0.0079 -0.0389 -0.0203 -0.75
C 0.581 -2.332 -2.246 0.0824 -0.0825 0.0685 -0.46
C 0.573 -1.769 -0.969 0.1644 -0.0702 -0.0609 -0.03
C 1.276 -2.444 0.026 -0.0436 -0.0845 0.0264 0.15
C 1.974 -3.622 -0.225 -0.0209 -0.0221 0.0156 -0.69
H 1.264 -3.930 -3.527 -0.0037 0.0006 0.0020 0.40
H 0.039 -1.848 -3.050 -0.0033 0.0330 -0.0118 0.35
H 1.284 -2.051 1.037 -0.0488 0.0116 -0.0054 0.38
H 2.512 -4.134 0.563 0.0093 0.0062 -0.0017 0.44


[2]
70
Properties=species:S:1:pos:R:3:forces:R:3:nbo_charge:R:1 method="wB97M-V/def2-TZVPD" lumo_energy_ha=0.081 orbital_gap_ev=6.86 total_charge=-1 de_lowest_kj_mol=0.0 homo_energy_ha=-0.1709
Pt 3.336 0.427 -0.035 0.5360 -0.1977 -0.0846 0.98
O 9.197 1.583 -0.313 -0.3621 -0.0552 0.1218 -0.66
C 7.842 1.397 -0.294 0.1033 0.0425 0.0565 0.34
C 7.111 1.222 -1.475 -0.0792 0.0781 0.2989 -0.30
C 5.748 1.037 -1.366 -0.1327 0.0475 0.4329 0.14
N 5.179 1.059 -0.156 -0.0144 -0.4707 -0.1578 -0.42
C 5.849 1.177 0.992 -0.0136 0.0086 -0.3396 0.13
C 7.215 1.363 0.961 0.0271 0.0667 -0.3650 -0.27
C 4.969 0.985 2.235 0.0864 0.0791 -0.1144 0.75
O 5.457 1.190 3.329 0.0428 -0.0224 0.0790 -0.64
O 3.762 0.597 1.983 -0.1228 -0.0103 -0.0605 -0.69
C 4.772 0.698 -2.500 0.0626 0.0703 0.0567 0.75
O 5.166 0.772 -3.651 -0.0573 -0.0567 0.1258 -0.64
O 3.595 0.337 -2.099 -0.0506 0.0458 -0.0093 -0.71
H 9.512 1.562 -1.222 -0.0438 -0.0035 -0.0486 0.48
H 7.568 1.206 -2.455 0.0413 -0.0013 -0.0359 0.24
H 7.769 1.459 1.881 0.0741 0.0085 0.0463 0.25
Se -3.357 -0.899 -1.733 -0.0318 -0.1973 -0.1148 -0.53
P -2.290 -1.629 -0.062 0.0325 -0.0290 -0.0183 1.28
C -2.979 -1.181 1.558 0.1370 0.0562 0.0070 -0.41
C -2.160 -1.255 2.685 0.0087 0.0547 -0.0915 -0.12
C -2.678 -0.960 3.934 -0.1023 0.0277 0.0288 -0.23
C -4.014 -0.600 4.063 0.0639 -0.0069 0.0380 -0.20
C -4.829 -0.530 2.944 -0.0041 0.0236 -0.0316 -0.22
C -4.310 -0.814 1.690 -0.0361 -0.0851 -0.0364 -0.18
C -2.289 -3.448 -0.056 -0.0420 0.0082 -0.0763 -0.37
C -2.895 -4.183 0.952 0.0142 0.0358 0.0295 -0.20
C -2.935 -5.570 0.876 0.0065 0.0044 -0.0011 -0.21
C -2.371 -6.221 -0.205 -0.0035 -0.0242 -0.0146 -0.21
C -1.770 -5.486 -1.221 0.0053 -0.0245 0.0118 -0.23
C -1.734 -4.108 -1.151 0.0011 0.0637 0.0213 -0.09
C -0.545 -1.210 0.034 -0.2963 0.0559 -0.1708 -0.32
C 0.233 -0.059 -0.081 -0.1254 0.2851 0.0056 -0.26
N 1.503 -0.487 0.081 0.1035 0.2160 0.0445 -0.32
N 1.505 -1.790 0.286 0.5211 -0.3400 0.0202 -0.07
N 0.291 -2.245 0.256 -0.1548 -0.1849 0.1698 -0.28
P -0.068 1.701 -0.410 -0.0470 0.0344 -0.0191 1.25
Se 1.620 2.889 0.005 -0.2014 0.3590 0.0063 -0.51
C -1.518 2.235 0.558 -0.0083 -0.0255 0.0891 -0.40
C -1.287 2.970 1.723 0.0151 -0.1089 -0.1264 -0.16
C -2.351 3.439 2.473 -0.0432 -0.0165 -0.0311 -0.22
C -3.654 3.201 2.057 0.0033 -0.0528 -0.0150 -0.20
C -3.891 2.466 0.906 0.0787 0.0296 0.1292 -0.21
C -2.829 1.970 0.166 0.1608 0.0878 -0.0633 -0.21
C -0.484 1.751 -2.173 0.0454 -0.1344 0.0041 -0.29
C 0.357 1.019 -3.011 -0.0021 -0.0820 0.0892 -0.20
C 0.173 1.058 -4.381 -0.0391 0.0392 0.0004 -0.19
C -0.844 1.830 -4.924 0.0020 -0.0076 0.0228 -0.21
C -1.666 2.576 -4.094 0.0240 -0.0340 0.0204 -0.21
C -1.485 2.541 -2.720 0.0153 0.0944 0.0552 -0.22
H -1.119 -1.531 2.578 0.0244 -0.0156 0.0001 0.23
H -2.038 -1.005 4.804 0.0249 -0.0005 0.0406 0.22
H -4.416 -0.364 5.039 -0.0167 0.0057 0.0395 0.21
H -5.865 -0.238 3.044 -0.0440 0.0052 0.0083 0.21
H -4.926 -0.750 0.801 -0.0189 0.0209 -0.0236 0.24
H -3.337 -3.683 1.803 -0.0053 0.0196 0.0274 0.22
H -3.407 -6.136 1.668 -0.0144 -0.0127 0.0239 0.21
H -2.397 -7.302 -0.261 -0.0001 -0.0221 -0.0028 0.21
H -1.324 -5.992 -2.067 0.0137 -0.0203 -0.0309 0.21
H -1.270 -3.535 -1.942 0.0052 0.0199 -0.0204 0.22
H -0.267 3.180 2.018 0.0293 0.0123 0.0034 0.25
H -2.160 4.001 3.376 0.0001 0.0382 0.0543 0.21
H -4.484 3.580 2.637 -0.0573 0.0286 0.0415 0.20
H -4.902 2.259 0.587 -0.0961 -0.0154 -0.0329 0.21
H -3.027 1.363 -0.708 0.0282 0.1487 0.0322 0.26
H 1.174 0.431 -2.603 -0.0516 0.0502 -0.0130 0.25
H 0.832 0.489 -5.019 0.0629 -0.0467 -0.0716 0.22
H -0.990 1.857 -5.994 -0.0125 0.0002 -0.0826 0.21
H -2.452 3.187 -4.514 -0.0576 0.0475 -0.0347 0.20
H -2.121 3.145 -2.087 -0.0118 -0.0150 0.0560 0.22


[3]
66
Properties=species:S:1:pos:R:3:forces:R:3:nbo_charge:R:1 method="wB97M-V/def2-TZVPD" lumo_energy_ha="-0.281 / -0.282" orbital_gap_ev="5.58 / 5.56" total_charge=+2 de_lowest_kj_mol=52.4 homo_energy_ha="-0.4863 / -0.4861"
Ru 0.395 0.344 -0.555 1.2733 -0.1304 -0.8371 0.80
Cl -3.869 6.168 -1.170 0.0072 0.0004 -0.0003 0.08
C -2.978 4.702 -1.281 -0.0395 -0.0465 -0.0776 -0.06
C -3.288 3.778 -2.294 -0.0058 0.0698 0.0424 -0.14
C -2.588 2.605 -2.401 0.0771 -0.0747 -0.0439 -0.26
C -1.559 2.294 -1.498 0.2256 0.2828 -0.0323 0.42
O -0.899 1.166 -1.694 -0.8097 -0.4570 0.4541 -0.57
C -1.251 3.219 -0.469 -0.0590 -0.0242 -0.0872 -0.22
C -0.285 2.984 0.547 0.1043 0.0093 0.1166 0.21
N 0.391 1.890 0.737 -0.0330 0.2226 -0.0167 -0.44
C 1.189 1.726 1.903 -0.0147 -0.0410 0.0310 0.09
C 1.136 2.497 3.035 0.0020 0.0310 0.0158 -0.17
C 2.008 2.243 4.113 0.0113 -0.0099 -0.0117 -0.18
C 2.922 1.229 4.055 -0.0032 0.0117 -0.0064 -0.14
C 2.980 0.395 2.915 0.0090 0.0152 0.0034 -0.11
C 3.900 -0.667 2.767 0.0063 0.0037 0.0029 -0.07
C 3.898 -1.411 1.620 0.0184 -0.0139 -0.0084 -0.26
C 2.952 -1.124 0.626 0.0122 0.0413 0.0059 0.10
N 2.065 -0.160 0.747 -0.1640 -0.0887 0.0416 -0.42
C 2.084 0.633 1.855 0.0718 0.0138 -0.0509 0.22
C -1.975 4.430 -0.391 0.0523 -0.0173 0.0261 -0.16
H -4.081 4.008 -2.992 0.0016 -0.0004 0.0000 0.25
H -2.803 1.896 -3.190 -0.0124 0.0070 0.0026 0.25
H -0.142 3.799 1.252 -0.0216 -0.0262 0.0067 0.21
H 0.428 3.309 3.129 0.0020 -0.0117 0.0038 0.23
H 1.950 2.873 4.990 -0.0012 0.0001 0.0014 0.25
H 3.604 1.051 4.876 -0.0027 -0.0073 0.0007 0.24
H 4.608 -0.871 3.560 -0.0013 0.0013 0.0011 0.25
H 4.606 -2.212 1.464 -0.0038 -0.0019 -0.0035 0.25
H 2.922 -1.696 -0.295 -0.0006 -0.0104 0.0018 0.22
H -1.741 5.146 0.387 0.0068 -0.0109 0.0039 0.24
C -2.240 -1.673 -1.269 0.0028 0.0199 0.0086 -0.68
C -1.013 -1.955 -2.086 0.0367 -0.0558 -0.0752 0.40
C -1.111 -3.025 -3.010 0.0184 0.0304 -0.0023 -0.29
C -0.098 -3.297 -3.873 -0.0184 -0.0288 -0.0070 -0.07
C 1.041 -2.462 -3.882 -0.0116 0.0005 0.0144 -0.12
C 2.095 -2.602 -4.812 0.0058 0.0167 0.0152 -0.14
C 3.148 -1.729 -4.801 0.0268 0.0299 0.0083 -0.19
C 3.190 -0.682 -3.864 0.0021 -0.0617 -0.0540 -0.16
C 2.168 -0.530 -2.957 0.0574 0.1392 0.1508 -0.25
S 2.183 0.798 -1.814 -0.2896 0.1529 0.2423 0.35
C 1.087 -1.428 -2.931 -0.0164 -0.0235 0.0030 0.22
N 0.098 -1.233 -1.991 -0.0908 -0.0346 -0.0135 -0.49
H -3.108 -1.769 -1.920 -0.0003 -0.0155 0.0039 0.25
H -2.251 -0.677 -0.843 0.0018 0.0034 -0.0071 0.23
H -2.364 -2.406 -0.468 0.0141 -0.0099 -0.0043 0.24
H -2.022 -3.607 -3.018 -0.0014 0.0025 -0.0085 0.24
H -0.168 -4.118 -4.577 -0.0031 0.0003 0.0004 0.24
H 2.049 -3.406 -5.536 0.0026 0.0009 -0.0040 0.24
H 3.953 -1.830 -5.516 -0.0049 -0.0103 -0.0040 0.25
H 4.019 0.013 -3.870 -0.0042 0.0074 0.0172 0.24
N -0.618 -2.796 2.076 -0.0081 -0.0254 -0.0176 -0.49
C 0.041 -2.227 1.060 -0.0385 0.0175 -0.0371 0.27
N -0.362 -0.993 0.845 -0.4234 0.1487 0.1689 -0.48
C -1.378 -0.738 1.776 0.0208 -0.0687 0.0154 0.15
C -2.214 0.364 1.956 0.0113 0.0018 -0.0056 -0.24
C -3.152 0.287 2.962 -0.0043 -0.0055 0.0087 -0.18
C -3.277 -0.855 3.773 0.0034 0.0079 -0.0116 -0.18
C -2.478 -1.960 3.585 0.0013 -0.0192 0.0022 -0.20
C -1.535 -1.877 2.564 -0.0172 0.0223 0.0035 0.09
H -0.471 -3.735 2.411 0.0055 0.0014 0.0004 0.45
H 0.801 -2.736 0.491 -0.0003 -0.0124 0.0196 0.23
H -2.157 1.237 1.321 0.0125 0.0270 -0.0172 0.22
H -3.822 1.120 3.128 0.0015 -0.0004 -0.0014 0.24
H -4.028 -0.870 4.550 -0.0001 0.0030 0.0008 0.24
H -2.586 -2.849 4.191 -0.0008 0.0007 0.0006 0.24